Computed, not measured: a molecular structure, C16H16CsN7O4S, with wB97M-V/def2-TZVPD.

Last column: Mulliken charge in e.
Element x y z (Å)
1 Cs 0.433 0.117 -1.750  1.21
2 O -0.969 -3.776 -0.060  -0.70
3 S -1.010 -2.365 -0.357  1.39
4 O -0.800 -1.993 -1.754  -0.99
5 N -0.062 -1.441 0.463  -0.40
6 C 0.145 -1.577 1.821  -0.05
7 C -0.497 -2.456 2.677  -0.45
8 C -0.190 -2.503 4.051  -0.95
9 C 0.755 -1.690 4.602  -0.90
10 C 1.436 -0.768 3.772  1.26
11 C 2.431 0.099 4.273  -0.63
12 C 3.054 0.974 3.433  -0.61
13 C 2.668 0.984 2.078  -0.28
14 N 1.756 0.197 1.567  -0.34
15 C 1.133 -0.692 2.390  0.30
16 C -2.679 -1.833 0.006  0.59
17 C -3.023 -0.492 -0.120  -0.41
18 C -4.308 -0.079 0.184  -0.67
19 C -5.254 -1.004 0.614  -0.39
20 C -4.908 -2.342 0.735  -0.60
21 C -3.618 -2.758 0.433  -0.13
22 H -1.228 -3.148 2.284  0.39
23 H -0.721 -3.215 4.673  0.37
24 H 0.998 -1.735 5.657  0.35
25 H 2.685 0.055 5.326  0.39
26 H 3.822 1.653 3.783  0.36
27 H 3.140 1.687 1.394  0.41
28 H -2.297 0.242 -0.451  -0.03
29 H -4.576 0.964 0.086  0.38
30 H -6.258 -0.679 0.853  0.37
31 H -5.642 -3.065 1.067  0.37
32 H -3.325 -3.797 0.520  0.48
33 N 3.484 3.055 -2.482  -0.44
34 N 3.278 3.253 -3.846  -0.16
35 C 2.108 2.885 -4.431  0.53
36 N 1.982 3.167 -5.735  -0.35
37 N 1.205 2.342 -3.639  -0.40
38 N 0.074 1.840 -4.206  1.08
39 O -0.028 1.624 -5.418  -0.74
40 O -0.789 1.547 -3.396  -0.72
41 H 3.339 3.908 -1.957  0.22
42 H 4.412 2.692 -2.327  0.25
43 H 3.848 3.924 -4.336  0.20
44 H 2.786 3.468 -6.257  0.21
45 H 1.211 2.733 -6.218  0.26

Summary:
**Gap between HOMO and LUMO**: 6.41 eV
**HOMO energy**: -6.90 eV
**Net charge**: 0

***

Computed, not measured: a molecular structure, C24H13AsBBr4F4O2Pd, with wB97M-V/def2-TZVPD.

Last column: natural (NBO) charge in e.
Element x y z (Å)
1 Pd -0.552 1.788 -0.607  0.83
2 Br 2.402 8.233 -1.380  0.13
3 C 2.074 6.487 -0.895  -0.16
4 C 3.199 5.673 -0.422  -0.13
5 Br 4.898 6.456 -0.094  0.09
6 C 3.030 4.283 -0.307  -0.24
7 Br 4.539 3.176 -0.193  0.08
8 C 1.726 3.648 -0.366  0.40
9 O 1.529 2.430 -0.167  -0.64
10 C 0.572 4.520 -0.698  0.33
11 O -0.533 3.996 -0.656  -0.60
12 C 0.882 5.850 -1.091  -0.20
13 Br -0.547 6.787 -1.889  0.08
14 F -4.225 -0.367 -0.821  -0.57
15 B -3.911 0.942 -1.189  1.35
16 F -2.821 1.385 -0.417  -0.58
17 F -3.545 1.015 -2.518  -0.56
18 F -4.973 1.858 -0.941  -0.57
19 C -2.942 -5.056 -0.615  -0.21
20 C -3.817 -3.979 -0.423  -0.21
21 C -3.427 -2.849 0.185  -0.21
22 C -2.070 -2.724 0.541  -0.33
23 C -1.182 -3.697 0.197  -0.22
24 C -1.624 -4.932 -0.258  -0.22
25 As -1.427 -1.099 1.349  1.01
26 C 0.279 -1.736 2.133  -0.33
27 C 0.419 -2.268 3.418  -0.22
28 C 1.660 -2.147 4.094  -0.22
29 C 2.758 -1.588 3.428  -0.21
30 C 2.678 -1.184 2.091  -0.23
31 C 1.421 -1.263 1.466  0.03
32 C 1.121 -0.832 0.081  -0.13
33 C 2.039 -0.655 -0.892  -0.13
34 C 1.638 -0.365 -2.231  -0.22
35 C 0.330 -0.251 -2.565  -0.21
36 C -0.660 -0.396 -1.576  -0.29
37 C -0.289 -0.681 -0.213  -0.32
38 H -3.317 -5.972 -1.072  0.20
39 H -4.773 -4.096 -0.908  0.21
40 H -4.081 -1.970 0.464  0.26
41 H -0.136 -3.552 0.445  0.21
42 H -0.933 -5.770 -0.327  0.21
43 H -0.319 -2.824 3.972  0.21
44 H 1.837 -2.490 5.129  0.21
45 H 3.671 -1.425 4.030  0.20
46 H 3.595 -0.690 1.725  0.22
47 H 3.129 -0.740 -0.699  0.20
48 H 2.386 -0.232 -2.982  0.21
49 H 0.008 -0.129 -3.554  0.22
50 H -1.721 -0.568 -1.780  0.27

Summary:
**<S²>**: 2.021
**Gap between HOMO and LUMO (alpha / beta)**: 7.27 / 6.62 eV
**HOMO energy (alpha / beta)**: -5.26 / -5.99 eV
**Spin multiplicity**: 3
**Net charge**: -1

***

Computed, not measured: C2H2N4O2 in the gas phase, with wB97M-V/def2-TZVPD.

Last column: natural (NBO) charge in e.
Element x y z (Å)
1 C -1.336 0.029 -0.117  0.57
2 C 1.489 -0.080 -0.069  0.69
3 H -3.090 -0.860 0.015  0.35
4 H 1.138 2.004 0.038  0.41
5 N -2.680 -0.028 0.173  -0.54
6 N -0.672 -1.069 -0.113  -0.22
7 N 0.547 -1.299 0.069  -0.11
8 N 0.717 1.011 0.199  -0.36
9 O 2.627 -0.141 0.012  -0.49
10 O -0.670 1.248 -0.166  -0.30

Summary:
**Gap between HOMO and LUMO**: 7.91 eV
**Structure (SMILES)**: [H]/N=c1\nnc(=O)[nH]o1
**HOMO energy**: -9.81 eV
**Net charge**: 0

***

Computed, not measured: a molecular structure, C25H45NP2Pb, with wB97M-V/def2-TZVPD.

Last column: Mulliken charge in e.
Element x y z (Å)
1 Pb -0.425 -0.254 -0.383  0.43
2 C 0.972 -1.519 1.567  0.30
3 C 1.409 -1.990 0.238  1.08
4 C 2.334 0.135 0.615  1.03
5 C 1.616 -0.257 1.787  1.14
6 C 2.256 -0.930 -0.358  0.74
7 C 0.301 -2.376 2.583  -2.19
8 H -0.403 -3.133 2.183  0.31
9 H -0.255 -1.836 3.368  0.40
10 H 1.088 -2.946 3.106  0.42
11 C 1.684 0.416 3.132  -1.25
12 H 0.972 -0.003 3.908  0.39
13 H 1.398 1.558 3.139  0.25
14 H 2.757 0.464 3.455  0.42
15 C 3.124 1.385 0.393  -2.10
16 H 4.173 1.155 0.639  0.44
17 H 2.837 2.207 1.064  0.41
18 H 3.118 1.844 -0.625  0.24
19 C 3.229 -1.049 -1.460  -1.93
20 H 4.120 -1.477 -0.977  0.40
21 H 3.536 -0.081 -1.881  0.52
22 H 2.961 -1.710 -2.315  0.30
23 C 1.537 -3.416 0.001  -1.69
24 H 2.299 -3.760 0.724  0.39
25 H 1.882 -3.668 -1.025  0.46
26 H 0.613 -4.001 0.201  0.20
27 C -2.456 -2.014 -2.055  0.36
28 C -1.968 -2.990 -1.363  0.53
29 C -1.910 -4.423 -1.874  -1.33
30 C -0.824 -4.643 -2.987  -1.07
31 C -0.025 -3.406 -3.388  -0.28
32 C -0.579 -2.429 -4.128  -0.45
33 C -2.036 -2.482 -4.566  -0.91
34 C -3.079 -2.192 -3.435  -1.24
35 H -2.900 -4.711 -2.289  0.43
36 H -1.357 -5.008 -3.882  0.37
37 H -1.713 -5.113 -1.036  0.37
38 H -3.809 -3.026 -3.412  0.38
39 H -2.401 -0.922 -1.771  0.02
40 H -1.454 -2.891 -0.360  0.21
41 H -3.640 -1.281 -3.701  0.35
42 H -2.173 -1.762 -5.397  0.38
43 H 0.023 -1.627 -4.553  0.58
44 H -2.254 -3.485 -4.972  0.37
45 H -0.132 -5.456 -2.679  0.35
46 H 1.041 -3.411 -3.152  0.66
47 P -2.198 0.341 1.593  1.08
48 C -1.680 0.899 3.198  -1.32
49 H -2.651 1.121 3.617  0.67
50 H -1.054 1.783 3.169  0.38
51 H -1.191 0.097 3.741  0.30
52 C -3.324 1.567 0.937  -1.22
53 H -4.002 1.649 1.780  0.51
54 H -3.842 1.202 0.051  0.37
55 H -2.832 2.516 0.739  0.28
56 C -3.164 -1.125 1.959  -1.33
57 H -3.718 -1.452 1.085  0.40
58 H -3.812 -0.705 2.719  0.54
59 H -2.546 -1.921 2.364  0.29
60 P 0.029 1.625 -2.217  1.46
61 C 1.501 1.319 -3.188  -1.49
62 H 1.153 1.751 -4.119  0.58
63 H 1.836 0.293 -3.303  0.14
64 H 2.280 1.942 -2.755  0.54
65 C -1.557 1.871 -3.023  -1.26
66 H -1.704 1.115 -3.796  0.31
67 H -1.390 2.859 -3.436  0.62
68 H -2.399 1.907 -2.328  0.26
69 C 0.404 3.311 -1.752  -1.72
70 H 0.545 3.672 -2.769  0.69
71 H 1.315 3.358 -1.169  0.39
72 H -0.458 3.755 -1.274  0.40
73 N 0.750 2.579 2.001  -0.76
74 C 0.288 1.844 1.192  -0.30

Summary:
**Gap between HOMO and LUMO (alpha / beta)**: 5.74 / 5.09 eV
**HOMO energy (alpha / beta)**: -13.86 / -13.72 eV
**Net charge**: +2